#a
C7H8 | ωB97M-V/def2-TZVPD

Atoms and positions in Å:
C  -1.80  -0.94  0.23
C  -0.64  -0.47  -0.07
C  -0.31  1.05  -0.02
C  1.19  1.21  -0.06
C  1.64  -0.18  -0.11
C  1.70  -1.37  0.46
C  0.70  -1.25  -0.68
H  -1.97  -2.01  0.33
H  -2.52  -0.24  0.45
H  -0.85  1.43  -0.86
H  -0.81  1.56  0.94
H  1.64  1.56  0.90
H  1.63  1.63  -0.95
H  2.16  -2.03  1.18
H  0.69  -1.51  -1.74

Molecular weight   92.1 g/mol
HOMO   -8.6 eV
HOMO-LUMO gap   9.6974 eV
Structure (SMILES)   C=C1CCC2=C[C@@H]12

Results of the natural (NBO) charge analysis, in e, for atoms 1 through 8:
1 C -0.44
2 C 0.04
3 C -0.46
4 C -0.46
5 C 0.06
6 C -0.17
7 C -0.32
8 H 0.21

***

#b
C7H8 | ωB97M-V/def2-TZVPD

Atoms and positions in Å:
C  0.83  2.16  -0.04
C  0.32  0.84  -0.11
C  1.20  -0.28  0.04
C  0.70  -1.47  0.65
C  -0.73  -1.69  0.37
C  -1.48  -0.80  -0.47
C  -1.02  0.61  -0.50
H  0.30  2.99  -0.50
H  1.85  2.47  -0.42
H  0.48  2.68  0.84
H  2.30  -0.03  0.08
H  1.29  -2.30  1.12
H  -1.14  -2.62  0.72
H  -2.30  -0.90  -1.06
H  -1.73  1.53  -0.49

Molecular weight   92.1 g/mol
HOMO   -8.5 eV
HOMO-LUMO gap   9.3306 eV
Structure (SMILES)   Cc1ccccc1

Results of the natural (NBO) charge analysis, in e, for atoms 1 through 8:
1 C -0.68
2 C -0.06
3 C -0.20
4 C -0.21
5 C -0.23
6 C -0.19
7 C -0.21
8 H 0.23

***

Bottom line: #b, by a margin of 0.0834 hartree.

***

#a
C7H8 | ωB97M-V/def2-TZVPD

Atoms and positions in Å:
C  0.97  1.22  -0.46
C  0.13  0.03  0.07
C  0.28  -0.09  1.60
C  -1.29  0.15  -0.34
C  -2.39  0.03  -0.79
C  0.55  -1.24  -0.60
C  0.90  -2.31  -1.16
H  0.91  1.29  -1.55
H  2.02  1.08  -0.18
H  0.61  2.15  -0.02
H  -0.09  0.82  2.08
H  -0.28  -0.95  1.97
H  1.34  -0.22  1.86
H  -3.37  -0.10  -1.21
H  -0.29  -1.86  -1.29

Molecular weight   92.1 g/mol
HOMO   -10.4 eV
HOMO-LUMO gap   11.1339 eV

Results of the Löwdin charge analysis, in e, for atoms 1 through 8:
1 C -0.04
2 C -0.56
3 C -0.04
4 C -0.10
5 C 0.15
6 C -0.16
7 C 0.09
8 H 0.09

***

#b
C7H8 | ωB97M-V/def2-TZVPD

Atoms and positions in Å:
C  -2.18  0.92  0.50
C  -1.31  0.12  -0.07
C  -0.94  -0.92  -1.01
C  0.14  -0.39  -0.06
C  0.99  -0.97  0.98
C  1.47  0.16  0.18
C  2.19  1.01  -0.51
H  -2.13  1.40  1.43
H  -3.14  1.23  0.04
H  -1.36  -1.95  -0.71
H  -0.89  -0.76  -2.06
H  1.41  -1.90  0.83
H  0.76  -0.63  2.06
H  1.77  1.67  -1.26
H  3.23  1.02  -0.35

Molecular weight   92.1 g/mol
HOMO   -9.0 eV
HOMO-LUMO gap   10.0408 eV
Structure (SMILES)   C=C1CC12CC2=C

Results of the natural (NBO) charge analysis, in e, for atoms 1 through 8:
1 C -0.41
2 C 0.04
3 C -0.41
4 C -0.16
5 C -0.40
6 C 0.04
7 C -0.38
8 H 0.20

***

Bottom line: #b, by a margin of 0.0193 hartree.

***

#a
C7H8 | ωB97M-V/def2-TZVPD

Atoms and positions in Å:
C  -1.78  1.09  0.21
C  -0.38  1.14  0.37
C  -1.39  -1.27  -0.07
C  -2.38  -0.06  -0.48
C  -0.03  -1.38  0.31
C  0.58  -0.06  0.43
C  1.80  0.19  -0.50
H  -2.21  2.11  -0.05
H  0.01  2.08  0.58
H  -2.00  -2.19  -0.14
H  0.44  -2.32  0.52
H  0.89  0.08  1.46
H  2.19  1.23  -0.54
H  1.55  -0.07  -1.58
H  2.71  -0.58  -0.54

Molecular weight   92.1 g/mol
HOMO   -8.5 eV
HOMO-LUMO gap   7.7831 eV

Results of the natural (NBO) charge analysis, in e, for atoms 1 through 8:
1 C -0.39
2 C 0.02
3 C -0.31
4 C 0.06
5 C -0.17
6 C -0.35
7 C -0.62
8 H 0.21

***

#b
C7H8 | ωB97M-V/def2-TZVPD

Atoms and positions in Å:
C  0.51  0.90  0.73
C  0.90  1.84  1.52
C  -0.72  0.04  0.98
C  -1.78  0.06  1.74
C  -0.16  -1.13  0.02
C  0.97  -0.08  -0.38
C  0.88  0.50  -1.85
H  -2.49  -0.74  1.73
H  -2.16  0.91  2.40
H  0.21  -2.07  0.60
H  -0.68  -1.51  -0.86
H  1.82  -0.51  0.03
H  1.78  1.07  -2.13
H  -0.02  1.07  -2.01
H  0.93  -0.35  -2.52

Molecular weight   92.1 g/mol
HOMO   -9.2 eV
HOMO-LUMO gap   8.8361 eV

Results of the natural (NBO) charge analysis, in e, for atoms 1 through 8:
1 C -0.47
2 C 0.27
3 C 0.05
4 C -0.38
5 C -0.42
6 C -0.17
7 C -0.61
8 H 0.21

***

#c
C7H8 | ωB97M-V/def2-TZVPD

Atoms and positions in Å:
C  2.95  0.80  -0.23
C  1.77  0.94  -0.40
C  0.31  1.03  -0.50
C  -0.34  -0.09  0.34
C  -0.10  -1.47  -0.30
C  -1.76  0.13  0.62
C  -2.91  0.24  0.99
H  4.00  0.68  -0.08
H  -0.02  0.95  -1.55
H  -0.02  2.01  -0.14
H  0.16  -0.07  1.32
H  -0.15  -1.41  -1.40
H  0.88  -1.86  -0.03
H  -0.86  -2.19  0.03
H  -3.92  0.31  1.33

Molecular weight   92.1 g/mol
HOMO   -9.9 eV
HOMO-LUMO gap   10.9603 eV
Structure (SMILES)   C#CC[C@H](C)C#C

Results of the natural (NBO) charge analysis, in e, for atoms 1 through 8:
1 C -0.26
2 C 0.01
3 C -0.47
4 C -0.29
5 C -0.60
6 C -0.01
7 C -0.24
8 H 0.24

***

#d
C7H8 | ωB97M-V/def2-TZVPD

Atoms and positions in Å:
C  -1.00  -1.74  1.55
C  -0.83  -0.78  0.85
C  -0.05  0.14  -0.02
C  0.01  1.57  0.56
C  1.30  -0.66  0.00
C  -0.63  0.22  -1.38
C  -1.10  0.33  -2.48
H  -1.06  -2.62  2.15
H  -0.99  2.02  0.59
H  0.64  2.22  -0.06
H  0.40  1.56  1.58
H  1.58  -0.75  1.05
H  1.06  -1.66  -0.37
H  2.17  -0.29  -0.56
H  -1.51  0.41  -3.47

Molecular weight   92.1 g/mol
HOMO   -10.0 eV
HOMO-LUMO gap   10.9236 eV
Structure (SMILES)   C#CC(C)(C)C#C

Results of the natural (NBO) charge analysis, in e, for atoms 1 through 8:
1 C -0.24
2 C 0.02
3 C -0.20
4 C -0.58
5 C -0.57
6 C 0.00
7 C -0.22
8 H 0.24

***

Bottom line: #c, by a margin of 0.0171 hartree.

***

#a
C12H25N3O3 | ωB97M-V/def2-TZVPD

Atoms and positions in Å:
C  -2.92  1.29  1.52
C  -1.48  1.73  1.67
C  -0.58  0.52  2.14
C  -0.98  2.44  0.47
C  -1.10  1.56  -0.90
N  0.05  0.61  -1.06
C  1.28  1.08  -1.25
O  1.41  2.26  -1.37
C  2.52  0.10  -1.17
N  3.06  0.42  0.20
C  2.18  -1.34  -1.32
C  1.80  -1.99  0.16
C  0.96  -3.27  0.12
C  -0.54  -3.16  0.53
N  -1.24  -1.86  0.07
C  -1.12  2.59  -2.09
O  -1.21  3.78  -1.91
O  -0.77  2.16  -3.27
H  -3.57  2.15  1.29
H  -3.08  0.58  0.73
H  -3.23  0.85  2.49
H  -1.37  2.44  2.53
H  -1.06  0.15  3.02
H  -0.66  -0.40  1.47
H  0.49  0.77  2.25
H  0.08  2.69  0.58
H  -1.63  3.34  0.24
H  -2.00  0.99  -1.01
H  -0.13  -0.36  -0.74
H  3.21  0.47  -1.94
H  2.75  1.39  0.49
H  4.08  0.38  0.39
H  1.26  -1.40  -2.01
H  3.04  -1.89  -1.83
H  1.26  -1.26  0.78
H  2.81  -2.11  0.47
H  1.30  -4.14  0.74
H  1.04  -3.64  -0.93
H  -0.99  -4.05  -0.03
H  -0.72  -3.19  1.61
H  -1.83  -1.63  0.86
H  -1.73  -2.25  -0.70
H  -0.61  1.20  -3.29

Molecular weight   259.3 g/mol
HOMO   -9.2 eV
HOMO-LUMO gap   9.6467 eV
Structure (SMILES)   CC(C)C[C@H](NC(=O)[C@@H](N)CCCCN)C(=O)O

Results of the natural (NBO) charge analysis, in e, for atoms 1 through 8:
1 C -0.61
2 C -0.22
3 C -0.63
4 C -0.40
5 C -0.15
6 N -0.69
7 C 0.68
8 O -0.63

***

#b
C12H25N3O3 | ωB97M-V/def2-TZVPD

Atoms and positions in Å:
C  -0.87  3.10  1.00
C  -1.17  1.86  0.26
C  -1.88  2.06  -1.07
C  -2.16  0.98  1.19
C  -2.05  -0.54  0.86
N  -0.76  -1.14  1.06
C  0.17  -1.35  0.16
O  0.17  -0.77  -0.98
C  1.42  -2.29  0.47
N  1.86  -2.80  -0.79
C  2.43  -1.37  1.23
C  2.66  0.02  0.88
C  3.14  0.25  -0.64
C  3.35  1.82  -0.71
N  2.08  2.44  -0.68
C  -2.80  -1.18  -0.34
O  -2.52  -2.21  -0.92
O  -3.61  -0.32  -0.83
H  -0.35  2.83  1.98
H  -0.44  3.92  0.48
H  -1.78  3.74  1.24
H  -0.22  1.29  0.13
H  -2.99  2.25  -0.83
H  -1.92  0.94  -1.42
H  -1.52  2.92  -1.86
H  -1.89  1.03  2.21
H  -3.21  1.40  1.11
H  -2.60  -0.85  1.72
H  -0.55  -1.50  2.03
H  1.22  -3.20  1.11
H  1.61  -2.00  -1.54
H  1.05  -3.51  -0.99
H  2.32  -1.63  2.36
H  3.40  -1.97  1.15
H  1.87  0.70  1.12
H  3.41  0.38  1.55
H  2.36  0.18  -1.32
H  4.03  -0.32  -1.00
H  4.02  2.18  -1.55
H  3.93  2.11  0.13
H  1.64  1.85  -1.37
H  2.19  3.39  -1.09
H  -3.60  0.54  -0.42

Molecular weight   259.3 g/mol
HOMO   -9.3 eV
HOMO-LUMO gap   9.6134 eV
Structure (SMILES)   CC(C)C[C@H](NC(=O)[C@@H](N)CCCCN)C(=O)O

Results of the natural (NBO) charge analysis, in e, for atoms 1 through 8:
1 C -0.61
2 C -0.26
3 C -0.63
4 C -0.39
5 C -0.18
6 N -0.60
7 C 0.69
8 O -0.69

***

Bottom line: #a, by a margin of 0.0619 hartree.

***

#a
C6H13N4 | ωB97M-V/def2-TZVPD

Atoms and positions in Å:
C  -0.12  -0.03  0.11
C  0.38  0.90  1.14
C  -0.73  1.60  1.97
C  1.20  0.10  2.25
C  0.83  0.65  -2.74
C  -0.95  -1.74  -1.35
N  1.24  1.97  0.48
N  1.36  1.82  -0.71
N  0.78  1.00  -1.39
N  -0.89  -1.02  -0.08
H  -0.19  2.38  2.55
H  -1.16  0.79  2.58
H  -1.42  2.15  1.30
H  1.53  0.81  2.98
H  2.04  -0.34  1.82
H  0.42  -0.65  2.71
H  -0.08  0.04  -2.99
H  0.84  1.74  -3.21
H  1.76  0.34  -3.10
H  -1.52  -1.31  -2.25
H  -1.28  -2.69  -1.05
H  0.10  -1.95  -1.82
H  -1.66  -1.23  0.63

Molecular weight   141.2 g/mol
HOMO (spin up / spin down)   -13.4 / -13.4 eV
HOMO-LUMO gap (spin up / spin down)   8.6957 / 8.6964 eV
Net charge   +1

Results of the natural (NBO) charge analysis, in e, for atoms 1 through 8:
1 C 0.56
2 C -0.11
3 C -0.58
4 C -0.55
5 C -0.44
6 C -0.44
7 N -0.18
8 N 0.14

***

#b
C6H13N4 | ωB97M-V/def2-TZVPD

Atoms and positions in Å:
C  2.11  -0.03  1.39
N  1.78  -0.48  0.24
C  2.82  -0.46  -0.77
N  0.73  -1.21  -0.02
C  -0.50  -0.84  0.08
N  -1.57  -1.63  0.14
C  -2.81  -0.78  0.15
C  -2.36  0.62  -0.19
N  -0.90  0.48  -0.05
C  -0.08  1.63  -0.36
H  3.07  0.49  1.54
H  1.52  0.21  2.29
H  3.47  0.45  -0.55
H  3.41  -1.28  -0.66
H  2.36  -0.55  -1.80
H  -1.60  -2.57  -0.37
H  -3.06  -0.71  1.17
H  -3.74  -1.11  -0.30
H  -2.55  0.87  -1.30
H  -2.73  1.23  0.59
H  -0.65  2.36  -0.73
H  0.80  1.27  -1.03
H  0.49  2.04  0.54

Molecular weight   141.2 g/mol
HOMO   -13.0 eV
HOMO-LUMO gap   8.9936 eV
Net charge   +1
Structure (SMILES)   C=[N+](C)/N=C1/NCCN1C

Results of the natural (NBO) charge analysis, in e, for atoms 1 through 8:
1 C -0.05
2 N -0.05
3 C -0.42
4 N -0.41
5 C 0.63
6 N -0.58
7 C -0.23
8 C -0.21

***

#c
C6H13N4 | ωB97M-V/def2-TZVPD

Atoms and positions in Å:
C  -2.52  1.38  0.27
C  -2.05  0.00  0.57
C  -1.12  -0.63  -0.15
N  -0.36  -0.16  -1.29
N  -0.71  -1.96  0.06
C  0.58  -2.33  0.08
N  1.56  -1.55  0.43
C  1.52  -0.19  0.70
C  2.35  0.69  0.05
N  2.44  2.09  0.27
H  -1.66  1.98  -0.02
H  -3.22  1.80  1.13
H  -3.15  1.46  -0.66
H  -2.66  -0.55  1.31
H  -0.71  -0.59  -2.29
H  -0.45  0.88  -1.37
H  -1.32  -2.68  0.22
H  0.70  -3.43  -0.18
H  2.46  -1.91  0.13
H  0.65  0.18  1.13
H  3.02  0.29  -0.70
H  1.87  2.57  0.90
H  2.77  2.66  -0.58

Molecular weight   141.2 g/mol
HOMO   -11.8 eV
HOMO-LUMO gap   8.3440 eV
Net charge   +1
Structure (SMILES)   C/C=C(N)/[NH+]=C\N/C=C/N

Results of the natural (NBO) charge analysis, in e, for atoms 1 through 8:
1 C -0.66
2 C -0.22
3 C 0.26
4 N -0.88
5 N -0.56
6 C 0.38
7 N -0.47
8 C -0.19

***

Bottom line: #c, by a margin of 0.0390 hartree.